Record 1
{
  "formula": "C4H6O",
  "method": "ωB97M-V/def2-TZVPD",
  "species": ["C", "C", "C", "C", "H", "H", "H", "H", "H", "H", "O"],
  "positions_angstrom": [[1.70, -0.22, 0.00], [0.38, 0.39, -0.20], [-0.74, -0.33, -0.03], [-2.09, 0.31, 0.02], [2.53, 0.10, -0.72], [2.03, -0.06, 1.13], [1.69, -1.36, -0.13], [0.33, 1.50, -0.24], [-0.56, -1.43, -0.07], [-2.13, 1.44, 0.31], [-3.14, -0.35, -0.08]],
  "mulliken_charge": [-0.977, 0.082, -0.108, -0.074, 0.304, 0.222, 0.280, 0.282, 0.242, 0.237, -0.488],
  "spin_multiplicity": 1,
  "e_homo_ha": -0.3651,
  "smiles": "C/C=C/C=O",
  "e_above_lowest_kcal_mol": 15.60,
  "orbital_gap_ev": 10.18
}

Record 2
{
  "formula": "CH3N3O2S",
  "method": "ωB97M-V/def2-TZVPD",
  "species": ["C", "N", "N", "N", "O", "O", "S", "H", "H", "H"],
  "positions_angstrom": [[0.06, -0.87, 0.15], [0.48, 1.28, 0.80], [-0.42, 0.55, 0.32], [2.12, 0.55, -0.33], [-1.61, 0.75, 0.02], [3.19, 1.02, -0.23], [1.90, -1.00, 0.35], [-0.47, -1.48, 0.88], [-0.07, -1.48, -0.66], [0.14, 2.23, 0.84]],
  "mulliken_charge": [-0.412, -0.600, 0.826, 0.257, -0.608, -0.411, -0.015, 0.352, 0.383, 0.230],
  "spin_multiplicity": 1,
  "e_homo_ha": -0.3239,
  "smiles": "[H]/N=[N+](\\[O-])CSN=O",
  "e_above_lowest_kcal_mol": 135.80,
  "orbital_gap_ev": 8.48
}

Record 3
{
  "formula": "BrH8NSi3",
  "method": "ωB97M-V/def2-TZVPD",
  "species": ["N", "Si", "Si", "Si", "Br", "H", "H", "H", "H", "H", "H", "H", "H"],
  "positions_angstrom": [[-0.28, 0.08, -0.07], [-0.20, -1.72, -0.20], [1.34, 0.83, -0.17], [-1.70, 1.09, 0.07], [-3.57, -0.09, -0.05], [-1.46, -2.15, 0.65], [0.90, -1.99, 0.58], [-0.04, -2.33, -1.60], [1.63, 0.27, -1.59], [1.23, 2.31, -0.18], [2.45, 0.52, 0.75], [-1.49, 1.81, 1.47], [-1.85, 2.21, -1.39]],
  "mulliken_charge": [0.228, 0.251, 0.252, 0.116, -0.209, -0.100, -0.119, -0.062, -0.075, -0.122, -0.092, -0.038, -0.029],
  "spin_multiplicity": 1,
  "e_homo_ha": -0.3545,
  "e_above_lowest_kcal_mol": 26.53,
  "orbital_gap_ev": 10.29
}

Record 4
{
  "formula": "C2H13NO4",
  "method": "ωB97M-V/def2-TZVPD",
  "species": ["C", "C", "N", "H", "H", "H", "H", "H", "H", "H", "O", "H", "H", "O", "H", "H", "O", "H", "H", "O"],
  "positions_angstrom": [[-0.95, -2.64, -0.96], [-0.30, -1.45, 0.43], [-0.32, -1.22, -0.87], [-2.00, -2.48, -1.23], [-0.89, -3.35, -0.13], [-0.52, -2.95, -1.91], [0.51, -1.95, 0.98], [-1.25, -1.25, 0.96], [1.49, 0.95, 1.41], [0.81, 1.49, 2.69], [1.56, 1.65, 2.08], [0.04, 2.60, -0.30], [1.02, 3.13, 0.77], [0.75, 3.24, -0.17], [1.09, -0.14, -0.77], [1.89, 1.27, -0.73], [1.76, 0.39, -0.36], [-2.26, 1.22, -0.36], [-1.10, 0.30, -0.97], [-1.33, 1.18, -0.57]],
  "mulliken_charge": [-0.888, -0.258, -0.696, 0.303, 0.348, 0.311, 0.402, 0.318, 0.396, 0.313, -0.675, 0.354, 0.361, -0.688, 0.508, 0.312, -0.741, 0.275, 0.437, -0.690],
  "spin_multiplicity": 1,
  "e_homo_ha": -0.3293,
  "e_above_lowest_kcal_mol": 99.71,
  "orbital_gap_ev": 8.08
}

Record 5
{
  "formula": "C3H7N3O2",
  "method": "ωB97M-V/def2-TZVPD",
  "species": ["C", "C", "C", "H", "H", "H", "H", "H", "H", "H", "N", "N", "N", "O", "O"],
  "positions_angstrom": [[2.53, -0.84, 0.20], [0.31, -0.17, -0.05], [-1.22, -0.42, 0.05], [3.08, -0.56, 1.17], [3.16, -1.65, 0.00], [2.88, -0.25, -0.80], [1.96, 1.36, -0.68], [0.15, 2.50, -1.38], [0.23, 3.32, 0.70], [-2.38, -1.80, -0.25], [1.14, -1.07, 0.15], [0.42, 1.11, -0.18], [-0.22, 2.36, -0.16], [-1.64, -1.36, -0.78], [-1.88, -0.03, 0.95]],
  "mulliken_charge": [-0.858, 0.839, 0.351, 0.237, 0.283, 0.203, 0.210, 0.333, 0.302, 0.348, -0.467, -0.096, -0.745, -0.458, -0.482],
  "spin_multiplicity": 1,
  "e_homo_ha": -0.3237,
  "e_above_lowest_kcal_mol": 234.44,
  "orbital_gap_ev": 8.21
}

Record 6
{
  "formula": "C24H31BrI2O6S2",
  "method": "ωB97M-V/def2-TZVPD",
  "species": ["C", "C", "I", "C", "I", "C", "C", "C", "C", "C", "C", "C", "O", "C", "C", "C", "C", "Br", "C", "C", "O", "H", "H", "H", "H", "H", "H", "H", "H", "H", "H", "H", "H", "H", "H", "H", "C", "C", "C", "S", "O", "O", "C", "H", "H", "H", "H", "H", "H", "H", "H", "C", "C", "C", "S", "O", "O", "C", "H", "H", "H", "H", "H", "H", "H", "H"],
  "positions_angstrom": [[-0.21, 1.66, -3.09], [-0.20, 0.29, -2.40], [0.05, 0.52, -0.26], [0.85, -0.65, -3.00], [0.08, -1.38, -4.86], [1.29, -1.80, -2.13], [0.39, -2.79, -1.73], [0.79, -3.81, -0.89], [2.10, -3.82, -0.41], [2.99, -2.83, -0.80], [2.60, -1.84, -1.68], [4.38, -2.87, -0.26], [5.33, -2.48, -0.90], [4.52, -3.45, 1.13], [5.56, -2.97, 2.12], [6.84, -2.32, 1.59], [6.68, -0.87, 1.18], [6.64, 0.30, 2.74], [3.66, -4.42, 1.46], [2.59, -4.87, 0.53], [2.17, -6.01, 0.52], [-1.16, 1.83, -3.60], [-0.10, 2.48, -2.38], [0.61, 1.74, -3.81], [-1.20, -0.15, -2.47], [1.72, -0.05, -3.24], [-0.64, -2.75, -2.07], [0.10, -4.58, -0.58], [3.33, -1.09, -1.98], [5.07, -2.23, 2.76], [5.80, -3.82, 2.75], [7.58, -2.36, 2.39], [7.24, -2.88, 0.74], [7.50, -0.54, 0.55], [5.75, -0.67, 0.65], [3.71, -4.92, 2.42], [-0.92, 5.39, 2.33], [-2.05, 6.32, 1.87], [-2.43, 5.91, 0.44], [-2.05, 4.16, 0.31], [-0.99, 3.99, -0.65], [-3.27, 3.40, 0.19], [-1.37, 3.97, 1.96], [-0.74, 5.47, 3.40], [0.00, 5.63, 1.81], [-2.92, 6.20, 2.53], [-1.75, 7.36, 1.91], [-3.49, 6.05, 0.22], [-1.83, 6.42, -0.31], [-0.56, 3.24, 1.92], [-2.17, 3.62, 2.60], [-5.76, 0.34, -0.61], [-6.49, -0.91, -0.09], [-5.48, -2.06, -0.09], [-3.87, -1.30, 0.14], [-3.08, -1.52, -1.05], [-3.34, -1.65, 1.44], [-4.44, 0.39, 0.14], [-6.34, 1.25, -0.45], [-5.57, 0.25, -1.68], [-6.85, -0.73, 0.92], [-7.36, -1.15, -0.71], [-5.64, -2.77, 0.72], [-5.45, -2.59, -1.04], [-3.68, 1.02, -0.32], [-4.58, 0.69, 1.18]],
  "mulliken_charge": [-1.025, -0.083, -0.005, -1.240, 0.112, 0.816, -0.097, -1.337, 0.857, 0.326, -0.719, 0.135, -0.558, 0.629, -0.716, -0.820, -0.505, -0.185, -0.698, -0.143, -0.570, 0.321, 0.233, 0.365, 0.396, 0.686, 0.424, 0.470, 0.437, 0.276, 0.389, 0.440, 0.364, 0.392, 0.220, 0.437, -0.615, -0.586, -0.742, 1.159, -0.624, -0.660, -0.609, 0.358, 0.302, 0.290, 0.321, 0.338, 0.354, 0.326, 0.358, -0.681, -0.610, -0.708, 1.179, -0.576, -0.728, -0.292, 0.360, 0.322, 0.288, 0.333, 0.346, 0.347, 0.106, 0.321],
  "spin_multiplicity": 1,
  "e_homo_ha": -0.3219,
  "smiles": "C[C@H](I)[C@H](I)c1ccc2c(c1)C(=O)C(CCCBr)=CC2=O.O=S1(=O)CCCC1.O=S1(=O)CCCC1",
  "e_above_lowest_kcal_mol": 0.00,
  "orbital_gap_ev": 8.03
}

Record 7
{
  "formula": "C8H12BrCl",
  "method": "ωB97M-V/def2-TZVPD",
  "species": ["C", "C", "C", "C", "C", "C", "C", "C", "Cl", "Br", "H", "H", "H", "H", "H", "H", "H", "H", "H", "H", "H", "H"],
  "positions_angstrom": [[3.13, 0.66, 0.75], [0.89, 1.01, -0.28], [0.24, 1.68, 0.66], [2.08, 0.21, 0.10], [1.27, -1.65, -1.58], [-3.86, 0.69, 1.05], [1.89, -1.28, -0.24], [-2.80, 0.51, 0.10], [-2.93, 1.22, -1.38], [-1.98, -1.27, 0.15], [3.89, -0.04, 1.04], [3.31, 1.67, 1.13], [0.70, 0.77, -1.33], [-0.57, 2.31, 1.16], [0.10, -1.51, -1.54], [1.53, -1.08, -2.49], [1.45, -2.71, -1.77], [-3.44, 0.62, 2.15], [-4.21, 1.70, 0.95], [-4.71, -0.02, 1.07], [1.12, -1.77, 0.39], [2.91, -1.73, -0.09]],
  "mulliken_charge": [-1.016, -0.179, -0.738, 0.665, -1.084, -1.066, -0.161, 0.377, -0.135, -0.131, 0.271, 0.304, 0.389, 0.349, 0.128, 0.327, 0.328, 0.260, 0.363, 0.311, 0.112, 0.326],
  "spin_multiplicity": 1,
  "e_homo_ha": [-0.3003, -0.3038],
  "orbital_gap_ev": [7.69, 8.60]
}

| no. | DFT total energy (eV) |
| --- | --- |
| 1 | -6291.2414 |
| 2 | -20479.6902 |
| 3 | -95295.7406 |
| 4 | -11961.1429 |
| 5 | -11781.1468 |
| 6 | -145589.7837 |
| 7 | -91049.2889 |